Below is a molecular structure, C64H72N10O4SSeTi at a distorted geometry, with properties calculated with ωB97M-V with the def2-TZVPD basis set.

```
153
Properties=species:S:1:pos:R:3:forces:R:3:nbo_charge:R:1
H -1.460386 3.933160 3.883665 -0.0872 -0.0645 -0.0844 0.216
H -0.382583 3.628550 6.781857 0.0196 0.0152 0.1190 0.205
H -2.361349 1.976393 -6.706749 0.0249 0.0254 -0.2138 0.198
H 6.825830 -0.456787 0.685227 0.1420 0.0500 0.0742 0.217
H 0.438236 5.656404 5.539656 0.0951 -0.0049 -0.0456 0.204
H 2.103923 4.170470 -1.141208 0.0727 0.0919 0.0999 0.203
C -1.550346 1.092856 6.580020 -0.5843 -0.3237 0.4115 0.111
H 5.688049 1.199899 2.264729 0.1418 0.0336 0.0662 0.221
C -4.859799 2.689176 2.080295 0.0498 0.0227 0.1567 -0.625
H 2.206238 2.854825 -7.224373 0.0414 -0.0025 -0.0660 0.209
H -1.061108 -6.333244 -6.676218 -0.0716 -0.1222 -0.0471 0.219
C -0.477080 2.588986 -0.042075 0.2681 -0.1389 0.3440 0.733
C 3.541227 0.041005 -0.094743 0.7750 -0.4512 -0.3347 0.098
C -1.264779 -2.851455 -3.884382 0.2673 0.4054 0.1767 -0.193
N -1.079934 3.649496 0.082924 -0.6214 -0.9577 -0.9144 -0.603
C 1.816890 3.942405 -2.167862 -0.0766 -0.3928 0.1772 -0.616
H 0.682207 -4.471873 -6.784773 0.0896 0.0065 -0.0411 0.215
H -2.675374 -5.902320 -6.074720 -0.0726 -0.1040 -0.0440 0.216
C 0.019341 -2.417126 -4.182015 -0.3834 -0.8014 -0.5413 0.242
C -1.769057 -5.518494 -6.534689 0.0006 0.0622 -0.0260 -0.629
N -0.132790 1.088949 -2.845485 0.2619 -0.3825 0.3088 -0.769
H -0.239441 -5.258923 -2.577812 0.0183 -0.0641 -0.1150 0.205
O -1.209000 -3.184998 0.712485 -0.0854 0.5215 -0.2972 -0.627
H 0.730701 3.976942 -2.242046 -0.0859 0.1145 -0.0037 0.224
N -1.399693 -0.339581 -1.267019 -0.9328 -0.0923 0.2157 -0.547
H -0.624912 -1.226079 3.950231 -0.0134 0.1069 0.1211 0.201
H -5.582344 3.388576 3.973437 0.0539 0.0169 0.0495 0.206
C 1.096961 -1.390672 2.638550 0.0077 0.0699 0.0058 -0.285
C -5.160544 1.300088 4.198382 0.2492 0.1390 0.0230 -0.404
C 2.691008 -4.627231 0.337173 0.0018 0.0776 0.0557 -0.241
C 0.171983 -5.062410 -1.588531 -0.0662 0.2493 -0.0382 -0.606
H 3.731719 -5.160884 2.125562 0.1038 -0.0838 0.0620 0.208
H -3.864445 3.010942 3.950127 0.0088 0.0765 0.0849 0.207
C 2.574496 -3.379968 2.365180 0.0371 -0.0223 -0.0370 -0.243
C -1.845702 -3.850052 -4.646454 0.1260 0.0318 -0.1108 -0.208
H -4.355800 -0.709492 4.337122 0.0866 0.0233 -0.0045 0.209
C -4.843725 2.673809 3.603367 -0.1126 -0.1411 -0.0612 -0.390
H -3.687686 0.251070 3.002173 0.0645 -0.0909 0.1164 0.249
Se -1.325825 1.422885 2.618934 0.1408 0.0841 -0.3959 -0.279
H 0.539621 -5.994690 -1.164131 0.0523 -0.1294 0.0205 0.202
H 0.085443 1.623741 -7.368369 -0.0425 -0.0464 -0.1564 0.207
H -2.047377 -1.295458 -6.385878 -0.0843 -0.0632 -0.0431 0.210
C -4.020810 0.288741 4.041288 -0.6685 -0.0980 -0.2440 -0.231
C -0.865875 -2.162464 0.121100 -0.8711 -0.5673 0.4016 0.617
H 3.337501 -4.024419 -2.465508 0.1548 -0.0011 -0.0298 0.204
N 2.404765 0.659695 0.280069 -0.2521 -0.1746 -0.3744 -0.471
H 6.693811 -1.751843 -1.398204 0.1077 -0.0935 -0.0029 0.221
C 0.338402 2.176893 5.353482 0.5530 0.3132 0.1634 -0.238
H 3.617273 2.453053 2.830315 -0.0589 0.0165 0.0752 0.230
C 0.383113 3.566939 6.006388 0.0872 0.0982 -0.2194 -0.398
O 2.804115 -0.576778 -4.383870 0.0460 -0.1989 -0.3075 -0.897
C 1.313694 -4.041376 -1.670014 0.0332 -0.1437 -0.0062 -0.284
H -5.809064 2.315411 1.701123 -0.1739 -0.0130 -0.0803 0.189
H 4.303304 3.279270 -3.077604 0.0382 0.0664 -0.0468 0.210
C -3.446665 0.859370 -1.268091 0.4177 0.0091 -0.2575 -0.227
H -0.164984 1.488295 8.180377 0.0966 0.0634 0.0369 0.225
C -3.186250 -0.049943 8.469920 -0.0155 -0.0257 0.0350 -0.214
H 2.096129 -4.459575 -3.645482 0.0027 -0.0903 -0.0184 0.215
H 1.915398 1.825421 -1.845814 0.2881 0.4757 -0.2912 0.156
N 2.284569 -0.695830 -1.955181 -0.8273 -0.1056 -0.6891 -1.006
C -0.069306 -1.999678 3.424030 -0.0973 0.1648 -0.1505 -0.595
C 0.510278 1.533901 -4.018027 0.5084 0.4103 -0.7601 0.099
S 2.283726 -1.503410 -3.405028 -0.1823 0.3109 -0.1470 1.729
H 4.197566 2.463400 -1.519492 0.0610 0.0527 0.0600 0.204
N -0.021686 1.502926 -0.180669 -0.0370 0.9473 0.6226 -0.805
C -3.980500 -0.061114 -0.374394 0.2403 -0.0930 0.0091 -0.126
C 3.839376 2.448635 -2.549608 -0.2860 -0.1845 0.0946 -0.626
H -1.645917 0.444526 9.863805 0.0294 0.0316 0.0973 0.219
C -1.884294 -1.184493 -0.373964 -0.3687 -0.3649 0.2798 0.234
N -0.951568 1.540780 5.424482 -0.5150 -0.1808 -0.3053 -0.389
H -0.624450 -4.694339 -0.947790 -0.0822 -0.0485 0.0478 0.234
H -4.054933 2.083001 1.671268 0.0999 -0.0524 -0.0546 0.220
N 0.379012 -1.747661 -0.145923 0.1588 0.5178 -0.3371 -0.753
N -2.881330 0.646565 4.843432 0.5137 0.2656 -0.0070 -0.404
C 2.117093 -0.762754 3.594542 -0.0843 0.0080 -0.1567 -0.613
C -1.383881 0.531581 -5.429229 -0.0973 0.0003 -0.1544 -0.236
C 2.331400 2.681470 -5.096833 -0.0373 0.0122 0.0820 -0.234
C 3.073790 -4.449199 1.651566 0.0197 -0.0533 -0.0246 -0.199
C -2.545756 1.471433 -5.762777 0.0053 0.0221 0.2394 -0.607
H -5.381043 1.412793 5.262644 -0.0909 -0.0700 0.0205 0.205
C 2.405232 -4.564975 -2.607266 -0.0856 -0.0160 0.1494 -0.607
H 2.166263 -1.306354 4.536601 0.0300 -0.0826 0.0976 0.204
H -4.718870 3.704585 1.719666 0.0156 0.0852 -0.1371 0.223
C -1.373240 1.568528 -2.641951 -0.7934 0.7255 0.0271 0.629
C 2.313096 2.552236 -2.581701 0.0618 0.0909 -0.0776 -0.145
H 1.712724 -2.649403 -5.475136 0.0415 -0.0356 -0.2100 0.227
H 2.588112 -5.621140 -2.422457 0.0813 -0.1347 0.0284 0.204
H 1.840734 0.265823 3.816508 -0.0735 0.0796 0.1078 0.209
H -3.807320 -0.500007 9.228617 -0.0710 -0.0337 0.0650 0.219
H 0.699733 -0.605102 1.981382 0.0420 -0.1892 0.2206 0.236
C 0.138050 -4.015777 -5.969170 -0.1325 0.0899 0.1630 -0.204
C 0.547037 1.781098 -6.405994 0.0109 0.0322 0.0572 -0.214
H -0.310704 -1.017969 -6.519756 0.0288 -0.0613 -0.0566 0.212
H 1.537084 1.985247 1.571232 -0.0654 -0.0617 0.0293 0.236
C -3.189738 -1.099236 0.092108 0.2615 -0.0174 -0.2026 -0.221
C 1.731493 2.218838 -3.937029 -0.3717 -0.1028 0.2120 0.085
H 0.597933 2.260207 4.295344 -0.0292 -0.1409 0.0943 0.250
C 3.634060 1.736941 2.023228 0.2698 -0.1710 -0.0469 -0.254
C -2.786568 0.531934 6.210847 0.3609 0.0980 0.7062 0.186
C 1.354029 -2.624011 0.429338 0.5229 -0.4584 0.3244 0.059
H 0.909529 -3.108419 -2.064505 -0.0112 -0.3368 0.1322 0.224
H -4.006533 1.715236 -1.612493 0.0272 0.0537 -0.1115 0.257
H 3.112124 -0.754934 3.155338 0.0960 0.0403 0.0061 0.208
H -2.016160 -5.112216 -7.515885 -0.0874 -0.0996 -0.0728 0.222
H -1.611886 0.026092 -4.482814 0.0747 0.0053 -0.1314 0.200
H -3.470211 0.902876 -5.845597 -0.1399 -0.0631 -0.0870 0.197
H -1.795388 -2.399378 -3.058140 -0.0562 0.0214 0.0636 0.215
C -1.210976 4.819926 4.460941 0.1530 0.0644 -0.0248 -0.630
H -1.432385 -0.084999 -7.507123 0.0015 0.0362 -0.1495 0.201
H 3.046379 -5.487817 -0.206558 0.0616 -0.1182 -0.1182 0.208
H 1.353969 3.680776 6.492585 -0.0003 -0.0631 0.0911 0.207
C -1.751287 1.231693 4.370318 0.1337 -0.0574 -0.2527 0.291
H -2.852723 -4.173974 -4.426214 -0.0808 -0.0252 0.0823 0.216
H 0.293459 -2.723977 4.150374 0.1186 -0.1042 0.0945 0.196
C -1.282653 -0.533463 -6.528149 0.0816 0.0190 0.1923 -0.598
C 4.767620 0.171432 0.607025 -0.5563 -0.0315 -0.1812 -0.002
C 0.722043 -3.004061 -5.231401 -0.0992 0.1599 0.1015 -0.225
N -0.937919 5.834130 1.146864 0.0195 0.5817 0.2852 -0.416
H -1.936734 4.931919 5.264923 -0.1191 0.0178 0.1103 0.191
O 0.589441 -1.422816 -3.421125 0.5989 0.2310 0.1240 -0.683
C -1.121313 1.078078 7.897223 0.0443 0.0104 -0.1888 -0.227
C 3.474547 -0.709537 -1.307693 2.1254 0.0035 0.9137 0.263
C 2.457951 1.483426 1.302002 -0.3035 0.2355 -0.0783 0.094
H -1.290318 5.671890 3.791088 -0.0973 0.0441 -0.0636 0.240
C -1.153583 -4.447269 -5.690627 0.0517 0.0048 -0.0182 -0.020
C 1.740635 2.471298 -6.327714 0.0122 0.0203 -0.0391 -0.199
H 2.228680 4.702690 -2.828826 0.0352 0.0593 -0.0496 0.216
H 4.153913 1.516566 -3.018347 0.1204 -0.0189 -0.0007 0.224
C 5.897866 -0.523714 0.141401 0.1144 -0.2474 -0.3429 -0.240
C -0.973914 4.791874 0.659821 0.3548 0.6189 0.4250 0.445
O -1.868999 2.585686 -3.106800 0.0760 -0.4748 0.3675 -0.595
H -3.530315 -1.815121 0.823474 -0.0071 -0.1023 0.0057 0.252
H -2.667333 2.226741 -4.993482 -0.0796 0.0378 -0.0861 0.246
C 1.713295 -2.464899 1.777223 -0.0695 0.2003 -0.2030 0.097
C -0.085642 1.294055 -5.270961 0.0784 -0.0628 0.3162 0.009
C -1.957614 0.492276 8.832022 0.0033 -0.0087 0.0794 -0.214
C 5.816669 -1.253117 -1.017378 0.2818 0.1752 0.4369 -0.160
C -2.138908 0.677101 -1.697931 -0.6664 0.2321 -0.2483 0.241
C -3.623097 -0.038868 7.155962 0.0361 0.0548 -0.1445 -0.243
H -4.572209 -0.470246 6.882110 -0.1185 -0.0543 -0.0515 0.222
H -6.050693 0.893399 3.714556 -0.0691 -0.0588 0.0319 0.206
C 1.821836 -3.740398 -0.280784 -0.0735 0.2838 -0.1611 0.092
C 4.777287 1.053680 1.705299 -0.3062 0.1251 -0.0781 -0.122
H 3.258206 3.231471 -5.039380 0.1256 0.0334 0.0202 0.206
H 1.062795 1.517192 5.842168 -0.0717 -0.0397 -0.0986 0.208
C 4.632663 -1.337946 -1.750637 -0.8839 0.3249 0.0160 -0.284
H -0.746009 -2.511655 2.747512 -0.1174 -0.0561 0.0805 0.236
H 0.908497 4.615803 4.198139 0.1066 0.0367 -0.0194 0.195
Ti 0.622644 0.032140 -1.261585 0.4949 -0.3513 0.4280 1.902
C 0.199681 4.723968 5.021946 -0.2406 -0.0714 0.2073 -0.390
H 4.617679 -1.866063 -2.693160 0.1950 -0.0858 -0.0044 0.223
H 2.832956 -3.273403 3.407904 0.0447 0.0720 0.1208 0.208
H -4.995501 0.045291 -0.025214 -0.1134 0.0602 0.0536 0.229
```
Positions in Å, forces in eV/Å.

Results
LUMO energy: -1.02 eV
Charge: 0
DFT total energy: -6979.8102 a.u.
HOMO: -7.6 eV
Max |F|: 0.0450 Eh/bohr
Gap between HOMO and LUMO: 6.62 eV